# C30H46BrN2PPdSi

C30H46BrN2PPdSi as an isolated structure (the ωB97M-V functional and the def2-TZVPD basis, the Open Molecules 2025 dataset).

Values from the calculation:
HOMO energy (alpha / beta), eV: -13.8 / -14.5
ΔE to the lowest compared entry with this formula, charge and spin, kJ/mol: 0.0
Calculated total energy, eV: -125514.438
Expectation value of S²: 2.01
HOMO-LUMO gap (alpha / beta), Eh: 0.2836 / 0.2564
LUMO energy (alpha / beta), Ha: -0.2229 / -0.2770

Structure (ORCA input):
```
! RIJCOSX wB97M-V def2-TZVPD def2/J DEFGRID3
* xyz 2 3
Pd 2.028 -0.605 0.353
C 6.280 -1.592 -0.242
C 6.789 -1.435 1.037
C 5.924 -1.167 2.087
C 4.569 -1.056 1.832
N 4.088 -1.184 0.586
C 4.918 -1.451 -0.427
C 3.548 -0.816 2.893
C 3.832 -0.806 4.245
C 2.797 -0.618 5.151
C 1.504 -0.452 4.685
C 1.289 -0.468 3.321
N 2.290 -0.643 2.454
H 6.918 -1.823 -1.083
H 7.851 -1.525 1.220
H 6.310 -1.046 3.089
H 4.467 -1.565 -1.404
H 4.841 -0.952 4.601
H 3.004 -0.608 6.213
H 0.670 -0.318 5.360
H 0.302 -0.340 2.897
C -2.569 -1.621 1.678
C -3.111 -0.689 0.582
C -4.649 -0.852 0.515
C -2.796 0.744 1.028
Si -2.455 -1.054 -1.151
Br -0.079 -1.341 -0.712
C -2.843 -2.748 -1.876
C -2.930 -3.834 -0.795
C -1.833 -3.252 -2.920
C -4.225 -2.609 -2.560
C -2.417 0.402 -2.353
C -3.876 0.893 -2.505
C -1.896 -0.019 -3.735
C -1.554 1.585 -1.890
H -3.026 -1.323 2.627
H -1.486 -1.533 1.787
H -2.806 -2.669 1.519
H -5.069 -0.578 1.489
H -4.957 -1.875 0.309
H -5.115 -0.201 -0.228
H -3.185 0.881 2.042
H -3.271 1.498 0.401
H -1.721 0.944 1.055
H -1.990 -3.954 -0.252
H -3.145 -4.786 -1.289
H -3.729 -3.661 -0.076
H -0.856 -3.457 -2.481
H -1.696 -2.581 -3.763
H -2.214 -4.199 -3.316
H -5.010 -2.265 -1.883
H -4.526 -3.596 -2.925
H -4.202 -1.942 -3.421
H -4.550 0.117 -2.869
H -3.896 1.705 -3.239
H -4.286 1.289 -1.576
H -2.529 -0.763 -4.216
H -0.876 -0.409 -3.695
H -1.890 0.863 -4.383
H -1.946 2.093 -1.013
H -1.526 2.318 -2.705
H -0.528 1.285 -1.674
C 4.084 2.190 0.296
P 2.454 1.646 -0.260
C 2.521 1.716 -2.062
C 1.291 2.872 0.315
C 1.248 3.151 1.684
C 0.390 4.124 2.166
C -0.433 4.817 1.286
C -0.407 4.532 -0.071
C 0.452 3.558 -0.562
H 4.181 2.092 1.377
H 4.208 3.240 0.025
H 4.860 1.593 -0.185
H 2.802 2.722 -2.382
H 1.563 1.443 -2.501
H 3.272 1.010 -2.415
H 1.883 2.609 2.378
H 0.364 4.346 3.225
H -1.096 5.585 1.662
H -1.050 5.074 -0.753
H 0.459 3.345 -1.623
*
```


# C30H46Cl39IN4O3P

C30H46Cl39IN4O3P as an isolated structure (the ωB97M-V functional and the def2-TZVPD basis, the Open Molecules 2025 dataset).

Values from the calculation:
HOMO energy, eV: -10.8
Calculated total energy, eV: -549718.398
HOMO-LUMO gap, Eh: 0.2635
LUMO energy, Ha: -0.1332

Structure (ORCA input):
```
! RIJCOSX wB97M-V def2-TZVPD def2/J DEFGRID3
* xyz 1 1
C -3.099 -0.674 -2.249
C -2.740 -0.553 -0.754
C -2.333 0.874 -0.399
C -1.824 1.045 1.062
C -0.871 2.259 1.202
N -1.204 -0.195 1.561
C -1.444 -1.081 2.551
N -2.487 -1.063 3.447
I -2.544 -2.686 4.734
P -3.702 0.114 3.610
O -3.162 1.424 3.954
O -4.626 -0.404 4.787
O -4.571 0.113 2.283
N -0.556 -2.072 2.576
C 0.294 -1.771 1.586
N -0.074 -0.684 0.959
C 0.632 -0.111 -0.186
C 1.837 -0.917 -0.616
C 2.332 -0.425 -2.001
C 2.354 1.095 -2.159
C 1.409 -1.066 -3.072
C 1.990 -2.326 -3.707
C 1.919 -3.589 -2.876
C 0.824 -4.182 -2.408
C -0.561 -3.595 -2.492
C 0.950 -5.533 -1.720
H -3.954 -1.339 -2.317
H -2.266 -1.059 -2.835
H -3.379 0.306 -2.634
H -3.618 -0.805 -0.159
H -1.926 -1.253 -0.570
H -1.552 1.238 -1.068
H -3.174 1.553 -0.534
H -2.713 1.336 1.602
H -0.586 2.668 0.236
H 0.010 1.932 1.742
H -1.327 3.023 1.824
H -5.142 -1.182 4.525
H -4.765 -0.776 1.931
H 1.101 -2.460 1.413
H -0.035 -0.023 -1.041
H 0.944 0.909 0.029
H 1.629 -1.980 -0.751
H 2.653 -0.809 0.107
H 3.339 -0.805 -2.172
H 1.370 1.548 -2.024
H 2.628 1.321 -3.191
H 3.088 1.591 -1.528
H 1.206 -0.326 -3.850
H 0.444 -1.268 -2.606
H 3.048 -2.126 -3.893
H 1.544 -2.527 -4.682
H 2.861 -4.094 -2.681
H -0.692 -2.781 -1.770
H -0.793 -3.182 -3.475
H -1.310 -4.340 -2.228
H -0.029 -5.934 -1.469
H 1.485 -5.400 -0.777
H 1.509 -6.233 -2.335
C 6.106 1.944 0.293
Cl 5.452 3.205 -0.743
Cl 4.995 0.562 0.285
Cl 7.724 1.466 -0.195
H 6.153 2.328 1.303
C -7.998 2.000 4.379
Cl -8.829 0.813 3.360
Cl -8.274 1.654 6.085
Cl -6.277 2.031 4.016
H -8.413 2.976 4.159
C -8.823 6.087 3.321
Cl -9.239 7.247 2.067
Cl -9.945 4.719 3.301
Cl -7.158 5.527 3.137
H -8.909 6.579 4.280
C -6.839 -1.750 0.211
Cl -5.494 -2.349 1.219
Cl -6.256 -1.208 -1.364
Cl -8.061 -2.994 0.041
H -7.281 -0.901 0.718
C 2.214 4.997 0.505
Cl 2.115 4.863 -1.255
Cl 0.785 5.789 1.157
Cl 2.426 3.398 1.228
H 3.081 5.592 0.758
C 0.856 -5.348 3.677
Cl 2.045 -6.123 4.711
Cl 1.631 -4.665 2.238
Cl -0.419 -6.472 3.216
H 0.407 -4.527 4.223
C -0.256 2.951 5.087
Cl 1.196 3.924 5.323
Cl -1.535 3.926 4.372
Cl 0.111 1.542 4.074
H -0.589 2.588 6.050
C -0.890 -2.341 -7.005
Cl 0.355 -1.093 -6.984
Cl -0.289 -3.844 -6.306
Cl -2.330 -1.791 -6.140
H -1.165 -2.531 -8.034
C 3.511 -4.066 -8.322
Cl 3.241 -3.652 -6.626
Cl 2.531 -3.048 -9.380
Cl 5.217 -3.940 -8.732
H 3.203 -5.093 -8.468
C 1.483 7.411 6.774
Cl 0.994 7.994 8.363
Cl 0.564 8.214 5.500
Cl 3.217 7.633 6.530
H 1.273 6.352 6.726
C 7.915 -7.300 -8.464
Cl 8.708 -8.648 -7.653
Cl 6.163 -7.511 -8.465
Cl 8.362 -5.766 -7.716
H 8.250 -7.281 -9.492
C 3.231 -1.059 5.314
Cl 2.735 -0.482 6.901
Cl 4.169 -2.541 5.439
Cl 1.814 -1.313 4.281
H 3.850 -0.300 4.854
C 5.330 8.685 -0.101
Cl 4.005 7.618 -0.592
Cl 6.118 8.063 1.348
Cl 6.483 8.885 -1.413
H 4.908 9.654 0.133
*
```


# C30H46Cl3NO10

A 5-piece molecular cluster, C30H46Cl3NO10 overall (the ωB97M-V functional and the def2-TZVPD basis, the Open Molecules 2025 dataset).

Values from the calculation:
HOMO energy, eV: -9.5
Calculated total energy, eV: -91388.872
SMILES: CC[C@@H](Cl)N1C(=O)c2ccc([C@H](Cl)[C@H](C)Cl)cc2C1=O.CCOC(C)=O.CCOC(C)=O.CCOC(C)=O.CCOC(C)=O
HOMO-LUMO gap, Eh: 0.3440
LUMO energy, Ha: -0.0035

Structure (ORCA input):
```
! RIJCOSX wB97M-V def2-TZVPD def2/J DEFGRID3
* xyz 0 1
C 0.895 3.564 -1.121
C -0.484 3.445 -1.820
C -1.682 3.687 -0.888
Cl -3.059 4.225 -1.933
N -2.076 2.541 -0.090
C -2.832 1.477 -0.679
O -4.020 1.420 -0.867
C -1.763 0.417 -0.933
C -1.721 -0.612 -1.809
C -0.563 -1.369 -1.828
C 0.477 -1.098 -0.993
C 1.780 -1.896 -1.066
Cl 2.330 -2.389 0.547
C 2.804 -0.923 -1.716
C 2.454 -0.600 -3.167
Cl 4.495 -1.487 -1.594
C 0.426 -0.062 -0.064
C -0.704 0.689 -0.055
C -1.102 1.922 0.755
O -0.780 2.326 1.843
H 0.793 3.614 -0.030
H 1.515 2.686 -1.319
H 1.440 4.460 -1.425
H -0.521 2.477 -2.328
H -0.519 4.190 -2.617
H -1.452 4.552 -0.263
H -2.561 -0.807 -2.460
H -0.466 -2.188 -2.533
H 1.646 -2.731 -1.756
H 2.757 0.032 -1.186
H 2.481 -1.499 -3.791
H 3.120 0.169 -3.563
H 1.437 -0.202 -3.244
H 1.243 0.166 0.609
O 0.165 -4.379 1.924
C 0.037 -3.868 3.001
O 1.090 -3.234 3.559
C 0.984 -2.426 4.735
C 1.100 -3.256 5.996
C -1.239 -3.984 3.790
H 0.072 -1.828 4.718
H 1.817 -1.724 4.683
H 0.287 -3.976 6.077
H 1.081 -2.615 6.878
H 2.033 -3.822 5.991
H -1.225 -4.910 4.364
H -2.074 -4.013 3.093
H -1.418 -3.143 4.457
O -2.807 -3.082 -3.494
C -3.540 -2.633 -4.334
O -4.796 -3.096 -4.423
C -5.804 -2.501 -5.246
C -5.750 -3.032 -6.663
C -3.051 -1.625 -5.348
H -5.745 -1.412 -5.207
H -6.754 -2.776 -4.791
H -4.806 -2.784 -7.150
H -6.564 -2.616 -7.258
H -5.834 -4.119 -6.663
H -2.598 -2.155 -6.185
H -2.296 -1.000 -4.874
H -3.826 -0.955 -5.715
O 5.381 1.406 -4.151
C 5.943 2.023 -3.291
O 5.239 2.463 -2.229
C 5.839 3.030 -1.062
C 6.084 4.516 -1.226
C 7.401 2.394 -3.415
H 6.744 2.487 -0.787
H 5.124 2.867 -0.256
H 6.789 4.719 -2.033
H 6.481 4.942 -0.305
H 5.153 5.026 -1.478
H 7.486 3.321 -3.982
H 7.908 1.599 -3.955
H 7.913 2.500 -2.461
O -2.574 -2.174 6.889
C -2.677 -1.003 6.650
O -2.010 -0.500 5.591
C -2.209 0.824 5.084
C -1.353 1.833 5.819
C -3.453 -0.072 7.547
H -3.268 1.088 5.095
H -1.909 0.792 4.038
H -1.616 1.888 6.877
H -1.471 2.824 5.381
H -0.302 1.547 5.765
H -2.805 0.266 8.355
H -4.288 -0.626 7.971
H -3.876 0.787 7.032
*
```